[1]
Computed, not measured: a molecular structure, C16H23NO2S in a non-equilibrium geometry, with ωB97M-V with the def2-TZVPD basis set.

XYZ file:
```
43
Properties=species:S:1:pos:R:3:forces:R:3:nbo_charge:R:1
C -6.61967 1.85985 0.15161 3.9 1.9 -4.6 -0.23
H -7.52840 2.01062 0.43353 -6.0 -0.2 2.4 0.19
O -6.06068 0.77223 0.66338 -1.2 -3.6 3.6 -0.48
C -4.91227 0.19968 0.38515 0.5 -1.0 -1.6 0.36
C -4.55293 -1.11168 0.92355 -11.0 5.3 4.4 -0.21
C -3.38520 -1.55939 0.91488 2.1 2.0 -3.4 -0.22
C -2.53460 -1.00472 0.13237 5.7 7.6 -9.7 -0.06
C -2.84807 0.31214 -0.80247 -2.8 -2.4 4.3 -0.18
C -4.12792 0.87289 -0.55501 4.3 -6.9 2.4 -0.30
H -4.29640 1.71707 -0.97693 -1.8 5.5 -2.4 0.20
H -2.19307 1.00496 -1.31286 0.8 -0.9 -0.2 0.23
C -1.20316 -1.38432 -0.32693 3.5 -7.1 8.5 0.63
O -0.44617 -2.17292 0.56907 -3.6 3.8 -2.6 -0.77
N -0.63011 -1.37504 -1.47084 -4.4 2.7 -5.2 -0.54
H -1.19942 -0.98276 -2.32829 1.6 -1.0 2.3 0.40
C 0.64577 -1.80369 -1.70800 1.8 4.7 -0.3 -0.27
C 1.52663 -0.68256 -2.20363 -4.9 5.8 -1.9 -0.41
H 2.52466 -0.76151 -2.20622 3.6 -0.8 0.2 0.20
H 1.26694 -0.08205 -3.30607 0.4 -2.4 2.9 0.20
S 1.14056 0.95594 -1.04541 -0.8 -2.1 -3.4 0.19
C 2.43196 0.82357 0.02731 3.6 -0.7 2.2 -0.42
C 2.45053 -0.42474 0.96868 15.0 1.2 -8.5 -0.25
C 3.56274 -0.31124 2.02015 1.7 -9.1 -6.1 -0.44
C 4.87711 0.04394 1.61534 0.5 -0.3 -9.9 -0.31
C 4.84747 1.49676 0.46053 -5.7 -2.5 13.3 -0.37
C 3.91728 1.26857 -0.44585 -6.4 -0.6 -7.9 -0.41
H 4.18507 0.32955 -1.17560 -0.1 2.6 1.1 0.20
H 3.78579 2.37476 -0.96784 -0.1 -3.0 0.0 0.22
H 5.74859 1.56388 0.41350 10.4 1.2 -2.0 0.19
H 4.57741 2.06885 1.47292 0.0 0.2 -2.7 0.19
H 5.65640 0.18969 2.22070 2.6 0.4 2.8 0.19
H 5.28671 -0.79843 0.63431 -1.1 2.0 3.2 0.14
H 3.66904 -1.35252 2.48550 -0.4 1.0 -0.4 0.21
H 3.19379 0.17835 2.67229 -4.3 6.9 8.8 0.19
H 2.89103 -1.34032 0.11009 -1.5 2.2 2.6 0.12
H 1.63040 -0.62595 1.21824 -12.1 -3.3 4.2 0.18
H 2.15714 1.59017 0.65742 -0.5 2.2 2.0 0.21
H 0.75170 -2.48607 -2.38096 -0.3 -4.6 -4.4 0.20
H 1.12706 -2.17233 -0.91686 1.1 -1.3 3.6 0.26
H -3.13495 -2.23623 1.47992 2.8 -7.4 5.5 0.23
H -5.19676 -1.46807 1.91908 1.0 0.9 -3.2 0.21
H -6.18680 2.79216 0.57280 0.7 -0.1 -1.2 0.18
H -6.79518 1.71091 -0.99254 1.1 1.0 1.5 0.17
```
Forces are in eV/Å.

Results
Kohn-Sham gap, eV: 8.42

[2]
Computed, not measured: a single C16H23NO3S molecule, with ωB97M-V with the def2-TZVPD basis set.

XYZ file:
```
44
Properties=species:S:1:pos:R:3:forces:R:3:nbo_charge:R:1
C 2.50810 2.87217 1.80100 0.0 -0.3 0.0 -0.61
H 3.09364 3.32258 1.00240 0.0 0.1 -0.1 0.21
H 3.01136 3.07098 2.74473 0.0 0.1 0.1 0.21
H 1.53785 3.35839 1.82590 -0.1 0.1 0.0 0.20
C 2.38442 1.36419 1.58233 0.0 0.1 0.0 -0.19
C 1.60790 0.68964 2.71888 0.0 0.1 0.0 -0.40
C 0.11727 1.01136 2.68350 0.0 -0.2 -0.1 -0.40
C -0.48061 0.64075 1.33198 0.1 0.3 0.0 -0.41
H -0.42434 -0.43747 1.17852 0.0 -0.1 -0.1 0.20
H -1.53156 0.93166 1.29069 0.0 -0.1 -0.1 0.23
C 0.26981 1.36596 0.21200 -0.2 0.1 0.2 -0.05
N -0.31973 1.06914 -1.08077 0.6 -0.2 0.2 -0.63
C -1.46740 1.61884 -1.49694 -0.1 -0.4 -0.7 0.65
O -2.08954 2.46938 -0.89837 -0.2 0.3 0.2 -0.62
C -1.94660 1.06223 -2.85378 0.2 0.6 0.0 -0.17
H -2.86761 1.56990 -3.14147 0.2 -0.1 0.1 0.22
H -1.16912 1.20957 -3.61118 -0.1 0.0 0.1 0.21
O -2.27237 -0.32502 -2.76083 -0.4 -0.1 0.1 -0.49
C -1.29879 -1.21592 -2.90704 0.2 -0.3 -0.3 0.83
O -0.14770 -0.93625 -3.14555 0.0 0.0 -0.1 -0.63
C -1.79470 -2.61961 -2.64068 0.1 0.2 0.1 -0.51
C -1.54480 -2.83861 -1.17516 0.1 -0.2 0.1 -0.06
C -0.40666 -3.37983 -0.66238 0.0 0.0 0.3 -0.41
S -0.41966 -3.41464 1.05506 -0.4 0.2 -0.3 0.44
C -1.97302 -2.67420 1.08852 0.3 -0.2 0.1 -0.40
C -2.44310 -2.42268 -0.15700 0.0 0.0 0.1 -0.26
H -3.38986 -1.95585 -0.35915 -0.2 0.1 0.0 0.23
H -2.43821 -2.46888 2.03157 -0.2 0.1 0.2 0.24
H 0.44124 -3.76222 -1.19437 0.2 -0.1 -0.2 0.24
H -1.22086 -3.32603 -3.23875 -0.1 0.1 0.0 0.24
H -2.85764 -2.68971 -2.86413 0.0 -0.1 -0.1 0.24
H 0.13913 0.38078 -1.65964 -0.2 0.1 -0.1 0.43
H 0.13953 2.44355 0.36678 0.1 -0.1 0.0 0.22
C 1.76797 1.03096 0.20934 0.1 0.0 0.0 -0.21
C 2.05914 -0.42272 -0.17511 -0.1 0.3 0.0 -0.62
H 3.13039 -0.60379 -0.11711 0.1 0.0 0.0 0.21
H 1.56328 -1.12157 0.49176 -0.1 -0.1 0.0 0.21
H 1.74815 -0.64417 -1.19391 0.0 -0.1 -0.1 0.21
H 2.24924 1.67066 -0.54044 0.0 0.0 0.0 0.21
H -0.04076 2.07463 2.86895 -0.1 0.1 0.1 0.20
H -0.39317 0.45968 3.47555 0.0 0.1 0.1 0.21
H 1.73774 -0.39204 2.64898 0.0 -0.1 0.1 0.20
H 2.02885 1.00729 3.67510 0.1 -0.1 0.0 0.21
H 3.40282 0.95694 1.59016 -0.1 0.0 0.0 0.20
```
Forces are in eV/Å.

Results
SMILES string: C[C@H]1[C@@H](NC(=O)COC(=O)Cc2ccsc2)CCC[C@@H]1C
Kohn-Sham gap, eV: 9.87

[3]
Computed, not measured: a single C16H23NSi2 molecule in a non-equilibrium geometry, with ωB97M-V with the def2-TZVPD basis set.

XYZ file:
```
42
Properties=species:S:1:pos:R:3:forces:R:3:nbo_charge:R:1
C -0.30656 -2.64066 2.25812 -1.9 -1.0 0.2 -0.20
C 0.29683 -3.52281 -2.17979 -1.7 2.5 -0.4 -0.22
C 0.99237 -2.29632 1.90013 -0.9 -1.4 -0.4 -0.22
C -1.27254 -1.67292 2.50843 -0.8 0.3 0.0 -0.22
C -1.03403 -3.05773 -1.92498 1.0 -3.3 -1.1 -0.19
C 1.27424 -2.51445 -2.16596 1.0 -2.8 0.1 -0.21
C 1.24614 -0.99482 1.70994 -0.4 3.1 0.3 -0.19
C -1.03156 -0.31707 2.30039 1.8 -1.2 0.4 -0.20
C -1.29275 -1.76916 -1.59715 -0.6 1.5 0.6 -0.24
C 1.03714 -1.20695 -1.92681 -1.5 0.6 1.3 -0.22
C 0.27905 0.04912 2.00178 0.6 0.4 -1.7 -0.46
C -0.27639 -0.84652 -1.56881 1.0 2.1 -0.6 -0.42
N 0.84788 1.58176 -0.37665 -1.6 0.5 -1.1 -1.48
C 2.54111 2.04156 1.80868 1.0 0.0 -0.9 -1.16
C -0.30382 3.28134 1.83166 0.0 -2.1 -0.1 -1.11
C -2.11131 1.43100 -0.57968 -2.1 1.9 0.7 -1.21
C -0.48891 1.81823 -3.07981 1.0 0.2 -0.6 -1.15
Si 0.79630 1.79547 1.36783 -1.2 -1.1 0.3 1.81
Si -0.55873 1.04526 -1.40071 1.6 -1.6 0.5 1.84
H -0.76879 -3.64892 2.17008 1.2 0.4 0.5 0.22
H 0.51233 -4.49244 -2.61912 -0.1 0.0 0.6 0.22
H 1.73677 -3.00986 1.58725 -0.1 -0.4 0.1 0.22
H -2.31109 -1.88166 2.82407 0.7 -0.6 -0.4 0.21
H -1.82270 -3.79726 -2.10343 0.0 0.4 0.4 0.21
H 2.28018 -2.89316 -2.23012 0.5 0.2 -0.5 0.20
H 2.17037 -0.72110 1.20302 0.0 0.1 0.5 0.21
H -1.87415 0.32803 2.33552 -0.3 0.9 0.3 0.21
H -2.27053 -1.34770 -1.33898 0.0 -0.8 -0.2 0.21
H 1.82987 -0.48801 -1.82392 0.3 0.2 -0.2 0.22
H 1.06911 2.46972 -0.82853 0.5 0.1 0.2 0.38
H 2.93271 1.92755 2.79943 -0.2 0.1 0.8 0.25
H 2.87672 3.02895 1.40111 0.1 -1.0 0.0 0.24
H 2.93716 1.14766 1.25927 0.3 1.2 0.1 0.24
H -1.36864 3.04533 1.76122 0.2 0.2 0.0 0.23
H -0.00305 3.94484 1.05614 0.0 1.1 -0.5 0.23
H -0.07013 3.63121 2.81190 0.2 0.5 0.6 0.24
H -1.82063 2.30747 0.04260 -0.6 0.1 -0.9 0.25
H -2.27789 0.78471 0.23732 -0.3 -1.4 0.8 0.25
H -3.14021 1.61857 -1.04935 1.8 -0.2 0.3 0.26
H -0.06294 1.06494 -3.75267 0.0 0.1 0.0 0.25
H -1.42558 2.12364 -3.54623 -0.1 0.1 0.4 0.25
H 0.23663 2.65315 -3.08318 -0.5 -0.1 -0.1 0.24
```
Forces are in eV/Å.

Results
SMILES string: C[Si](C)(N[Si](C)(C)c1ccccc1)c1ccccc1
Kohn-Sham gap, eV: 9.46

[4]
Computed, not measured: a molecular structure, C16H24AsCaF9NO14 in a non-equilibrium geometry, with ωB97M-V with the def2-TZVPD basis set.

XYZ file:
```
66
Properties=species:S:1:pos:R:3:forces:R:3:lowdin_spin:R:1
Ca -18.91744 27.85321 -4.68366 0.4 1.4 0.8 0.00
As -16.08338 27.62911 -1.84082 3.5 0.8 0.1 0.00
F -16.91001 26.88384 -0.47941 0.0 -0.1 -1.4 0.00
F -14.48910 27.12378 -1.18162 -1.7 0.0 -0.7 0.00
F -15.15356 28.48545 -3.17105 -1.5 -1.3 1.7 0.00
F -17.58628 28.17886 -2.61440 -0.1 -0.5 0.1 0.00
F -15.98082 29.08061 -0.78022 -0.4 -1.2 -1.6 0.00
F -16.17686 26.09455 -2.91199 -0.2 1.9 1.4 0.01
C -16.19012 26.54950 -6.60141 1.2 2.4 0.3 0.04
O -15.13545 27.39178 -7.09330 -0.3 -2.3 -1.2 0.01
O -16.72035 27.46139 -5.56778 0.2 -3.0 -2.1 0.85
C -17.10370 25.98406 -7.75505 -2.3 2.2 0.9 0.01
F -17.47265 26.91755 -8.62885 -0.3 0.9 0.2 0.00
F -16.50061 25.10169 -8.47752 0.9 -1.9 -0.1 0.00
F -18.29380 25.44632 -7.25970 1.4 0.3 -0.1 0.00
C -14.34314 26.88515 -8.20731 1.9 1.6 -1.5 0.00
C -13.48877 25.60475 -8.23796 -1.7 -0.5 1.1 0.00
H -12.59078 25.65240 -8.85395 -0.1 0.6 0.2 0.00
H -13.24473 25.33871 -7.20947 0.3 -0.4 -0.1 0.00
H -14.12484 24.85383 -8.70661 0.3 -0.5 0.4 0.00
H -13.59325 27.66071 -8.36316 -0.2 0.5 0.6 0.00
H -14.80618 26.92220 -9.19337 -1.2 0.1 0.3 0.00
H -15.75118 25.62986 -6.21451 -0.2 0.0 1.2 0.02
N -17.99138 30.89438 -4.44650 0.4 -1.7 2.1 0.00
O -19.03781 30.23018 -4.51842 -3.5 -1.5 -1.0 0.00
O -16.97801 30.25785 -4.65089 2.6 -0.7 -1.5 0.05
O -18.01129 31.96992 -3.94615 0.1 3.0 0.1 0.01
C -22.53500 24.95655 -8.57637 -1.2 -0.6 -0.7 0.00
C -22.70046 26.47888 -8.45139 -0.1 -1.9 0.2 0.00
C -23.57376 26.95869 -7.25376 -1.5 1.0 -0.4 0.00
O -22.74731 27.91599 -6.62329 -0.3 1.1 1.5 0.00
C -21.52414 27.71974 -6.98457 3.5 0.5 1.6 0.00
O -20.49394 28.11402 -6.41427 -2.2 -0.5 -1.0 0.00
O -21.48204 26.94873 -8.01974 3.2 0.2 -0.7 0.00
H -21.54677 24.52199 -8.72695 0.4 0.9 0.4 0.00
H -23.00224 24.69040 -9.52450 -0.5 -0.4 0.2 0.00
H -23.00744 24.41371 -7.75770 0.0 0.0 -0.1 0.00
H -22.77396 26.83211 -9.47995 -1.1 0.7 0.3 0.00
H -23.83631 26.23382 -6.48321 0.3 -0.6 -0.4 0.00
H -24.46869 27.56594 -7.38956 -0.3 -0.6 -0.9 0.00
C -24.19180 29.78083 -0.34659 1.4 -1.5 2.1 0.00
C -23.22233 28.68729 -0.82532 -2.6 1.0 -2.8 0.00
C -23.96038 27.79927 -1.84146 0.4 0.1 -0.3 0.00
O -22.91857 27.42014 -2.73183 2.4 -0.4 -0.6 0.00
C -21.84614 28.27307 -2.61143 0.5 0.8 -0.2 0.00
O -20.79041 28.19803 -3.24436 -3.4 0.1 1.9 0.00
O -22.20577 29.26888 -1.69067 1.3 -2.2 -0.5 0.00
H -24.84009 30.40562 -0.96097 0.8 -0.2 -0.5 0.00
H -23.53407 30.28443 0.36184 -0.6 1.0 0.0 0.00
H -24.83160 29.16926 0.28959 -0.5 0.3 0.3 0.00
H -22.88182 28.06006 -0.00144 0.7 0.5 0.0 0.00
H -24.64954 28.31265 -2.51197 -0.4 0.4 0.6 0.00
H -24.42985 26.90825 -1.42460 0.1 0.0 0.0 0.00
C -22.49593 22.13827 -4.93948 1.2 0.8 0.2 0.00
C -22.14619 23.26259 -3.95311 -0.6 -1.6 0.1 0.00
C -21.12925 22.82923 -2.98929 0.2 -3.3 2.1 0.00
O -20.18057 23.82617 -2.88627 1.1 0.6 2.2 0.00
C -20.34624 24.68753 -3.82970 0.8 0.3 -1.7 0.00
O -19.56300 25.58037 -4.09200 -1.5 -0.6 0.0 0.00
O -21.40260 24.27227 -4.57353 -0.2 2.7 -1.9 0.00
H -23.13716 22.62332 -5.67544 -0.1 -0.9 -0.3 0.00
H -22.80345 21.18056 -4.51957 -1.1 0.5 0.4 0.00
H -21.53046 21.78797 -5.30455 0.1 0.5 -0.9 0.00
H -23.06292 23.61573 -3.48087 0.1 0.6 0.0 0.00
H -20.59815 21.92736 -3.29368 0.1 -0.1 -0.6 0.00
H -21.51468 22.50015 -2.02428 -0.1 0.7 0.3 0.00
```
Forces are in eV/Å.

Results
Multiplicity: 2
⟨S²⟩: 0.755
Kohn-Sham gap (spin up / spin down), eV: 7.37 / 4.64

[5]
Computed, not measured: a molecular structure, C16H24Cl3NOZr in a non-equilibrium geometry, with ωB97M-V with the def2-TZVPD basis set.

XYZ file:
```
46
Properties=species:S:1:pos:R:3:forces:R:3:nbo_charge:R:1
C 1.86089 1.43284 -0.55364 -1.5 1.6 0.4 -0.15
C 1.59278 1.71280 0.84329 -0.6 1.0 -1.4 -0.11
C 0.28007 2.27897 0.94381 0.8 -0.3 -1.3 -0.09
C 2.53851 1.58355 1.97140 0.1 -0.4 0.4 -0.64
C -0.29196 2.33213 -0.37418 1.6 -0.4 0.4 -0.12
C 0.67898 1.82016 -1.30924 0.9 0.5 1.5 -0.20
C 0.54312 1.79452 -2.78508 -0.1 -0.1 -0.4 -0.62
C 3.12452 0.90929 -1.11556 0.4 -0.3 -0.2 -0.63
C -0.35020 2.79519 2.18298 -0.2 -0.2 0.3 -0.64
C -1.58760 2.97096 -0.70147 -0.5 -0.1 -0.1 -0.64
Zr 0.14836 -0.09834 0.05058 -1.0 -4.7 0.8 1.82
Cl 1.71494 -1.50716 4.68970 0.2 0.1 0.4 -0.99
Cl 1.76781 -1.36568 1.17098 0.9 0.3 0.5 -0.39
Cl -1.26325 -0.27188 1.97117 -0.7 1.1 1.1 -0.47
H 3.36174 0.91087 1.71171 -0.1 0.1 0.2 0.23
H 2.03983 1.16735 2.86016 0.3 0.0 -0.2 0.28
H 2.93697 2.57035 2.21310 0.1 0.1 0.1 0.19
H -0.07057 2.17609 3.04397 -0.1 0.2 -0.2 0.26
H -1.44328 2.78517 2.09599 0.2 0.0 0.1 0.22
H -0.02042 3.82189 2.36355 0.0 0.1 0.1 0.19
H -2.36190 2.68988 0.02868 0.1 0.1 -0.2 0.23
H -1.92929 2.66979 -1.69930 0.0 0.2 0.2 0.21
H -1.47196 4.06234 -0.67982 -0.2 -0.1 -0.1 0.20
H -0.50182 1.61901 -3.08100 0.3 0.0 -0.1 0.20
H 1.16624 1.00728 -3.22636 -0.2 0.1 0.1 0.24
H 0.86107 2.76219 -3.19165 -0.1 -0.1 -0.2 0.20
H 3.59109 0.18671 -0.43267 -0.1 0.2 -0.2 0.25
H 3.81303 1.74654 -1.27094 0.2 -0.1 -0.1 0.19
H 2.95466 0.40501 -2.07488 0.0 0.1 0.2 0.23
O 0.64814 -1.27536 -1.54487 0.0 1.6 -1.8 -1.10
H -0.11872 -1.33301 -2.14555 0.5 -0.5 0.4 0.46
C -3.27712 -0.96102 -0.37447 -0.2 0.3 -0.1 -0.60
C -2.42077 -2.12549 -0.18134 0.3 -4.2 0.6 0.05
C -2.86425 -3.48059 -0.09919 -2.2 1.8 -0.5 -0.35
C -1.77172 -4.27849 0.03921 2.7 -1.0 0.0 -0.35
C -0.58654 -3.44326 0.03916 -4.9 -1.1 0.0 0.10
C 0.74111 -4.03539 0.01766 1.1 -0.1 0.1 -0.63
N -1.08837 -2.19254 -0.02217 1.8 2.7 -0.7 -0.57
H -2.69308 -0.04250 -0.43724 -0.2 0.3 0.0 0.19
H -3.98126 -0.89899 0.45627 -0.1 0.5 0.0 0.21
H -3.83059 -1.09306 -1.30448 -0.2 0.3 -0.1 0.19
H -3.92056 -3.78075 -0.17012 0.5 0.0 0.0 0.17
H -1.73737 -5.37511 0.09051 -0.1 0.4 0.0 0.17
H 0.94769 -4.50527 0.98613 0.3 0.1 -0.1 0.21
H 0.75192 -4.81095 -0.74338 0.0 -0.3 -0.1 0.18
H 1.51915 -3.33604 -0.25140 0.1 0.0 0.1 0.24
```
Forces are in eV/Å.

Results
Total charge: -2
Kohn-Sham gap, eV: 5.01

Q: Which E_tot values were calculated for the entries above? A: -33369.4588 -35434.4945 -34212.0891 -150869.0320 -59372.1428, in eV.